# 1
Molecular formula: C63H123BF4N11O5
Method: DFT, the ωB97M-V functional and the def2-TZVPD basis

```
207
Properties=species:S:1:pos:R:3
F 5.8148 16.3296 -7.2399
F 8.0477 16.9041 -7.3525
F 6.2902 18.4944 -7.4949
F 6.7062 17.3544 -5.5743
O -1.0640 23.5402 -0.3153
O 9.2343 7.2237 -12.1106
O 12.5828 17.1864 -1.6265
O 9.8052 24.8737 -10.4698
O -3.4933 15.9458 -12.7208
N -3.6337 15.8523 -11.3953
N 6.4394 18.9860 -15.1980
N 13.1656 17.1539 -0.4108
N 11.1577 24.8510 -10.2545
N 7.6348 17.8184 -16.7496
N -0.5516 22.6573 -1.2281
N 14.6402 13.2472 -9.1661
N 5.3429 9.5709 -1.9271
N 7.8403 7.3633 -11.9759
N 6.0859 7.5048 -1.5101
N 15.4445 11.0638 -9.1215
C 15.3299 17.9533 -1.4719
C 6.8876 6.4100 -1.1403
C 4.3996 8.7039 -2.5300
C 6.2260 8.8098 -1.1527
C -2.7415 15.7913 -9.0638
C 15.0989 15.4622 -0.6758
C -5.9287 16.8833 -11.7012
C 14.7519 15.0391 -11.0688
C 6.8682 18.9080 -16.5138
C 9.6296 18.3397 -18.0750
C 12.2846 17.1580 0.8445
C 5.1523 11.0742 -1.8357
C 13.6189 24.8455 -10.8470
C 15.9666 9.7472 -9.4423
C 4.7228 11.4985 -0.3638
C 14.3019 12.6143 -7.9459
C 12.1306 23.2825 -8.5293
C -4.2063 15.5707 -8.4833
C 7.1391 17.9714 -14.6253
C -5.6579 14.4109 -11.1707
C 12.1585 24.9254 -11.4317
C 7.4176 7.9366 -10.6673
C 15.3935 12.2471 -9.8320
C 10.4369 24.9779 -7.8185
C 7.9021 17.2644 -15.5346
C 14.7207 16.9865 -0.3066
C 14.4580 16.9325 2.2034
C 13.8902 25.6190 -9.5122
C 7.4804 5.8957 -13.9271
C -0.1565 23.2609 -2.6021
C 14.2238 14.5708 -9.7082
C 10.9975 18.0497 0.6485
C -1.2429 20.7485 0.1154
C 14.7391 11.2674 -7.9207
C 11.6385 24.7321 -8.8049
C 12.7612 25.7791 -8.6023
C -2.5300 15.2619 -10.5434
C 1.1172 24.1095 -2.3226
C 1.1728 21.5770 -0.0580
C 11.7741 15.7263 1.0362
C -2.3946 13.7376 -10.5173
C 5.5076 6.9303 -12.7678
C -5.1449 15.8247 -10.9137
C 8.1055 9.3122 -10.6745
C 0.1135 22.1875 -3.6640
C 7.9150 6.9772 -9.5800
C -1.1953 15.8435 -10.9342
C -5.1723 16.3767 -9.4677
C 13.0653 17.5684 2.0605
C 5.6852 20.0502 -14.6191
C 7.1685 8.4618 -14.0383
C 8.2586 17.4589 -17.9511
C 11.9634 26.2400 -12.1940
C 0.8665 20.9122 -3.1563
C -0.1158 21.3277 -0.8483
C -1.3969 24.0741 -3.1367
C 4.9717 7.4412 -2.3217
C 12.0458 23.6758 -12.3106
C 15.2503 17.3986 0.9859
C 0.0786 20.3666 -2.0046
C 5.8424 8.0409 -10.4706
C 6.9549 7.2054 -13.1939
C 5.1308 8.0365 -11.7676
B 6.7594 17.3324 -6.9099
H 9.5124 24.4309 -8.0032
H -0.8900 19.9875 -2.3305
H -6.1825 16.6327 -12.7312
H -2.3925 23.6718 -2.9498
H -2.1130 15.1997 -8.3981
H -2.4721 16.8467 -9.1026
H 9.4648 19.4057 -18.2317
H 14.0811 23.8600 -10.7887
H 5.6651 20.8684 -15.3390
H -1.1404 16.9126 -10.7288
H 3.5469 9.0522 -3.0939
H 15.3059 18.4723 1.1650
H 13.6389 13.1664 -7.2962
H 6.5620 19.5956 -17.2883
H 5.2383 9.0001 -12.2655
H 14.9083 17.2742 3.1353
H 12.7743 23.2936 -7.6497
H 12.5039 26.1357 -13.1347
H 4.0610 7.9346 -11.5857
H 16.1761 15.3633 -0.8101
H 7.1170 17.8547 -13.5518
H 14.3999 15.8450 2.2486
H 14.7183 15.3620 -1.6923
H 10.1978 26.0114 -8.0691
H 7.5362 17.6315 -18.7488
H -4.3953 15.7418 -7.4236
H 12.4831 27.0671 -11.7104
H 1.9812 23.4865 -2.0917
H 6.6414 5.5338 -14.5213
H -2.2888 20.8647 -0.1688
H -5.5871 14.1928 -12.2364
H 3.7430 11.1532 -0.0341
H 15.1301 9.0614 -9.5766
H -4.9510 17.4389 -9.3643
H 10.7500 24.9944 -6.7746
H 11.2583 23.8311 -13.0480
H -1.1088 21.3519 1.0131
H 9.1441 9.4368 -10.9810
H -0.8332 21.8477 -4.0841
H 5.5237 7.1250 -9.9730
H 7.5796 7.4154 -8.6401
H 16.5192 9.6966 -10.3805
H 1.9614 21.8926 -0.7409
H 8.1452 9.8377 -9.7204
H 7.3040 6.0774 -9.6523
H 4.6766 19.6570 -14.4917
H -2.3340 13.5130 -11.5821
H 4.5784 6.4729 -2.5939
H -0.9557 15.6502 -11.9798
H 11.2266 19.0900 0.4175
H -1.2789 25.0889 -2.7567
H 14.7562 25.2695 -8.9501
H 16.2823 17.0512 1.0350
H 0.9912 20.2353 -4.0015
H -5.3144 13.6013 -10.5267
H 13.1728 14.4336 -9.9628
H 15.7759 15.4032 -10.9853
H 13.3228 25.7236 -7.6697
H 0.8636 24.8924 -1.6079
H -5.3777 17.8215 -11.6364
H 1.3676 24.7539 -3.1652
H 12.7224 22.9079 -9.3644
H 0.6615 22.6380 -4.4915
H -4.5706 14.5489 -8.5904
H -6.7226 14.3678 -10.9410
H 13.2468 18.6424 2.0186
H 14.1910 15.3589 -8.9559
H 6.9914 9.1303 -0.4615
H 4.8932 7.0990 -13.6522
H 14.2500 26.6038 -9.8105
H -1.3729 24.2844 -4.2059
H 6.0274 20.3414 -13.6260
H 1.6247 20.7709 0.5202
H -1.1622 19.6713 0.2614
H 5.2786 5.9097 -12.4612
H 7.2007 6.5826 -0.1106
H -6.9175 17.1335 -11.3168
H 13.0158 23.4732 -12.7646
H 10.3916 18.2435 -17.3015
H 12.5034 17.4897 2.9912
H 10.2797 18.0399 -18.8970
H 14.5858 14.7601 -0.0186
H 6.2708 5.5116 -1.1172
H 10.3819 17.6939 -0.1776
H 10.4284 17.8471 1.5558
H 16.5300 9.4516 -8.5572
H 12.4818 15.0108 1.4549
H 7.8675 5.0719 -13.3274
H 8.5976 16.4280 -17.8484
H 14.1888 25.3704 -11.6137
H 8.5987 16.4461 -15.4273
H -3.2174 13.0996 -10.1947
H 5.4560 11.1886 0.3808
H 6.1728 11.4568 -1.8185
H 1.8708 21.1983 -2.8436
H 15.2772 19.0146 -1.2289
H 5.6563 8.7893 -9.7004
H 14.2144 15.9346 -11.3805
H 14.5674 10.5427 -7.1385
H 10.9635 26.6019 -12.4332
H 14.7433 14.2547 -11.8255
H 15.8256 12.3249 -10.8187
H 14.8211 17.7753 -2.4192
H 0.5963 19.5644 -1.4786
H 16.3562 17.6364 -1.6574
H 1.1982 22.3823 0.6761
H -1.5500 13.3917 -9.9214
H 8.9878 6.7855 -9.5549
H 6.8093 8.3198 -15.0575
H 12.3079 26.7601 -8.7446
H -0.3533 15.4683 -10.3526
H 7.8059 6.2945 -1.7160
H 4.5652 11.4989 -2.6500
H 4.8134 12.5777 -0.4870
H 11.4009 22.5248 -8.2436
H 11.7365 22.7705 -11.7881
H -6.1704 16.4492 -9.0357
H 6.5979 9.3355 -13.7234
H 11.1581 15.3350 0.2266
H 8.2038 8.7978 -14.0955
H 8.2226 6.1607 -14.6802
H 7.6475 9.9508 -11.4299
H 11.0101 15.6779 1.8121
```

total charge: +7
maximum force: 9.36 eV/Å
LUMO level: -13.376 eV
total energy: -105419.6239 eV
HOMO level: -0.6672 hartree
gap between HOMO and LUMO: 4.78 eV

These are the Mulliken partial charges, in e, on atoms 1 to 5: atom 1 (F): -0.4357, atom 2 (F): -0.4342, atom 3 (F): -0.3972, atom 4 (F): -0.3580, atom 5 (O): -0.2434

# 2
Molecular formula: C63H129FN6O11
Method: DFT, the ωB97M-V functional and the def2-TZVPD basis

```
210
Properties=species:S:1:pos:R:3
F -5.1035 -12.8889 -7.8098
O -6.2168 -13.7050 -9.5620
O -6.8223 -15.3950 -8.3715
O -4.0302 -18.5678 -6.5198
O -6.6769 -15.7052 -10.5921
O -12.6786 -18.0483 -8.5428
O -8.2865 -16.1252 -5.1468
O -11.9583 -20.9180 -6.4263
O -6.7912 -17.8634 1.8397
O -7.9132 -14.0497 -3.2231
O -6.9383 -23.2882 -5.1683
O -12.6862 -19.0653 -2.7579
N -7.7896 -12.7690 -3.7272
N -13.6802 -18.1070 -3.0301
N -12.0931 -17.6289 -9.7380
N -2.6133 -18.3302 -6.6092
N -11.8964 -21.9507 -7.3722
N -6.4987 -18.4681 0.5544
C -8.2676 -17.3450 -5.3918
C -10.3552 -23.5753 -8.5661
C -10.4823 -16.3234 -11.0377
C -15.9629 -17.6153 -3.5918
C -14.1580 -21.5907 -8.2207
C -9.7690 -17.7900 -9.0016
C -12.5302 -16.7905 -4.9616
C -6.4002 -12.1766 -3.4396
C -10.8640 -16.8469 -9.6001
C -11.1193 -15.6879 -8.5711
C -12.1031 -16.2583 -2.4642
C -1.7394 -19.3687 -5.9259
C -12.8993 -23.6782 -8.8948
C -13.7364 -23.4028 -6.4575
C -6.5795 -15.0262 -9.6018
C -8.7157 -10.7486 -4.6027
C -15.5803 -16.2420 -4.1087
C -5.2328 -22.9062 -3.4886
C -10.3405 -23.3792 -5.9869
C -5.3022 -13.1226 -4.0220
C -5.2762 -19.3075 0.6193
C -9.3213 -18.2776 -4.8643
C -4.9853 -19.7873 -0.8232
C -0.6940 -17.3443 -7.8176
C -6.0364 -22.5663 -4.7629
C -9.4563 -21.5189 -7.5307
C -6.3857 -18.1577 -1.8884
C -11.5415 -24.4970 -8.8114
C -12.4010 -18.4643 -10.9390
C -2.4021 -18.7483 -9.0634
C -9.7394 -11.6039 -2.4833
C -10.5214 -22.6281 -7.3106
C -11.7244 -19.8248 -10.7654
C -7.4269 -10.0660 -4.1475
C -13.1005 -16.7915 -3.4750
C -6.1904 -10.9615 -4.2379
C -5.6302 -20.5725 1.3666
C -5.7100 -21.1918 -5.3715
C -14.8469 -18.6622 -3.6762
C -2.9340 -16.4379 -8.2047
C -3.9527 -18.6504 1.1319
C -14.2611 -15.7669 -3.5312
C -7.2340 -14.2887 -7.6743
C -8.2742 -17.1528 -0.6965
C 0.2213 -18.4070 -7.2519
C -6.7245 -17.4606 -0.5563
C -2.1616 -17.7657 -7.9442
C -2.1067 -19.4548 -4.3785
C -15.3514 -19.8410 -2.8810
C -10.4740 -17.2558 -12.1656
C -13.1606 -22.6856 -7.7049
C -7.0729 -17.9860 -6.0667
C -0.2812 -18.9081 -5.9274
C -10.1738 -12.7528 -4.6859
C -4.9784 -18.7779 -1.9204
C -14.7324 -19.1268 -5.0747
C -9.0777 -12.0218 -3.8651
C -11.8490 -17.8262 -12.2447
C -1.8733 -20.8185 -6.5172
C -5.8703 -16.2640 -0.3844
C -13.9194 -18.7705 -11.0910
C -6.3684 -13.1867 -8.2679
C -6.1250 -11.9036 -1.8934
H -16.7836 -18.0021 -4.1959
H -9.7031 -20.8252 -8.3344
H -6.6785 -20.9185 -5.7904
H -9.3978 -23.1351 -5.4973
H -4.2933 -12.7549 -3.8347
H -13.2478 -16.6560 -5.7710
H -11.9490 -15.0240 -8.8139
H -7.3075 -18.8074 -6.7437
H -0.6942 -16.5935 -7.0274
H -5.2930 -10.4336 -3.9151
H -3.4522 -18.0254 0.3923
H -14.4298 -19.1447 -10.2035
H -1.2371 -21.0918 -7.3591
H -3.0001 -20.0643 -4.2431
H -5.6953 -22.4202 -2.6295
H -6.0959 -11.1833 -5.3008
H -15.3903 -19.5094 -1.8434
H -13.2446 -17.2826 -8.4198
H -14.6675 -18.3708 -5.8573
H -3.2014 -19.2843 1.6030
H -4.8248 -19.2024 -2.9126
H -12.4051 -16.9878 -12.6641
H -6.1365 -20.2335 2.2705
H -9.4979 -24.2290 -8.4056
H -4.1876 -18.0092 1.9814
H -2.5334 -18.2810 -10.0394
H -13.7223 -22.6776 -5.6438
H -14.7161 -23.8609 -6.5939
H -5.9817 -15.7737 0.5828
H -14.5103 -17.8994 -11.3736
H -8.8018 -18.0893 -0.5161
H -6.3824 -21.1558 0.8356
H -4.2750 -17.7439 -6.0921
H -8.7918 -17.3243 -8.8742
H -16.3440 -15.4647 -4.1337
H -7.5077 -9.8351 -3.0853
H -9.4768 -10.0335 -4.2907
H -8.8535 -10.8010 -5.6827
H -9.7441 -19.0019 -5.5605
H -3.8268 -16.6546 -8.7912
H -15.4606 -16.3491 -5.1868
H -9.4537 -20.9055 -6.6297
H -6.2491 -18.3214 -5.4366
H -6.8656 -11.2309 -1.4608
H -2.3394 -15.7550 -8.8115
H -5.0036 -21.1972 -6.2015
H -4.2444 -17.9831 -1.7872
H -10.4227 -16.5755 -13.0158
H -12.0061 -18.4745 -13.1067
H -13.1122 -24.2003 -6.0545
H -11.1552 -16.6944 -2.7792
H -4.0080 -20.2568 -0.9353
H -10.6494 -11.0072 -2.5451
H -4.8835 -21.3176 1.6410
H -15.5631 -19.7223 -5.4534
H -8.9262 -18.8977 -4.0597
H -11.4044 -25.1131 -9.7001
H -6.1848 -12.8603 -1.3744
H -5.6708 -20.5749 -1.1362
H -14.1168 -19.4572 -11.9142
H -12.4628 -19.3698 -3.6405
H -12.1699 -20.1843 -7.0080
H -14.3062 -20.7413 -7.5539
H -10.0852 -17.6840 -4.3620
H -9.7392 -18.0606 -12.1447
H -10.0993 -23.0798 -9.5027
H -11.3151 -16.0686 -7.5687
H -3.3128 -19.3176 -8.8775
H -0.1784 -18.1671 -5.1346
H -6.7528 -17.2235 -6.7767
H -7.0002 -12.2985 -8.2601
H -9.6119 -18.5870 -9.7284
H -10.9479 -15.3781 -11.3165
H -12.9634 -23.1686 -9.8562
H -6.9545 -14.4111 -6.6279
H -13.8086 -19.7024 -5.1322
H -10.2789 -14.9939 -8.5856
H -10.3991 -24.4567 -6.1412
H -11.7493 -16.0302 -4.9788
H -13.7922 -21.1722 -9.1583
H -15.2006 -21.9078 -8.2455
H -11.6356 -25.1661 -7.9562
H -11.5336 -20.0886 -9.7252
H -7.6545 -18.2248 2.0535
H -7.7602 -14.6010 -3.9940
H -6.4759 -17.4714 -2.7304
H -12.4173 -20.6007 -11.0910
H 0.3659 -19.7451 -5.6652
H -12.0540 -17.7508 -5.1592
H -7.0860 -18.9503 -2.1519
H -9.0206 -11.2257 -1.7564
H -8.4496 -16.6851 -1.6654
H -9.4773 -15.9020 -11.0584
H -5.1403 -23.9839 -3.3537
H -5.2043 -11.3403 -1.7417
H 0.3412 -19.3040 -7.8593
H -10.1068 -18.3090 -8.1045
H -13.7295 -24.3501 -8.6770
H -4.2712 -22.3972 -3.4220
H -2.7977 -20.9164 -7.0864
H -16.3676 -20.1005 -3.1779
H -1.6122 -19.4886 -9.1898
H -16.1547 -17.5044 -2.5245
H -9.8653 -12.8964 -5.7214
H 1.2147 -18.0103 -7.0423
H -8.4771 -21.9096 -7.8075
H -8.3238 -14.2838 -7.6935
H -5.3547 -14.0868 -3.5163
H -10.7483 -19.8296 -11.2506
H -4.7913 -16.4072 -0.4428
H -1.2810 -19.8715 -3.8017
H -5.4088 -20.4013 -4.6840
H -10.2937 -13.7499 -4.2621
H -11.1903 -12.3760 -4.5728
H -1.8314 -21.5322 -5.6944
H -14.5508 -15.3269 -2.5770
H -14.6930 -20.7092 -2.9100
H -0.2674 -16.8970 -8.7154
H -5.5458 -13.4637 -5.0282
H -11.0706 -23.1226 -5.2192
H -3.1942 -15.8824 -7.3036
H -2.2481 -18.5469 -3.7921
H -11.9721 -15.1840 -2.5942
H -12.2993 -16.5755 -1.4400
H -7.2536 -9.1749 -4.7509
H -13.9421 -14.9043 -4.1162
H -8.5560 -16.4324 0.0714
H -5.8631 -15.5238 -1.1845
H -10.1928 -12.4695 -2.0004
```

maximum force: 3.54 eV/Å
LUMO level: 0.431 eV
total energy: -101592.4516 eV
HOMO level: -0.2892 hartree
gap between HOMO and LUMO: 8.30 eV

These are the Mulliken partial charges, in e, on atoms 1 to 5: atom 1 (F): -0.3167, atom 2 (O): -0.4284, atom 3 (O): -0.2471, atom 4 (O): 0.3316, atom 5 (O): -0.5752